C48H47CuGeN4O2S3 | wB97M-V/def2-TZVPD

The geometry in XYZ format:
```
106
Properties=species:S:1:pos:R:3
Cu 0.037 0.067 0.722
C 4.021 0.793 1.485
C 2.523 1.011 1.359
O 1.833 -0.069 1.107
C 2.016 2.333 1.544
C 2.802 3.308 2.219
C 2.384 4.610 2.407
C 1.148 5.014 1.907
C 0.345 4.096 1.242
C 0.728 2.756 1.035
O -0.081 1.975 0.355
H 4.260 -0.183 1.060
H 4.344 0.799 2.534
H 4.577 1.567 0.951
H 3.762 3.009 2.622
H 3.015 5.313 2.942
H 0.818 6.041 2.029
H -0.627 4.382 0.852
N -1.745 -0.247 0.837
S -2.214 -0.170 -0.887
N -2.768 -0.086 -2.862
S -2.150 -0.927 -3.922
N -0.715 -1.606 -3.813
S 0.416 -0.963 -2.797
N 0.196 -0.928 -1.358
C 1.791 -2.011 -3.297
C 2.705 -2.308 -2.298
C 3.766 -3.154 -2.576
C 3.910 -3.694 -3.849
C 2.984 -3.399 -4.843
C 1.913 -2.565 -4.566
C 0.725 0.634 -3.596
C 1.381 0.741 -4.813
C 1.416 1.969 -5.455
C 0.796 3.070 -4.879
C 0.156 2.952 -3.653
C 0.120 1.730 -3.001
C -3.195 -2.308 -4.382
C -2.712 -3.589 -4.605
C -3.607 -4.628 -4.796
C -4.974 -4.389 -4.775
C -5.450 -3.098 -4.572
C -4.562 -2.059 -4.375
C -2.105 0.009 -5.445
C -2.677 1.271 -5.468
C -2.575 2.042 -6.613
C -1.904 1.552 -7.726
C -1.347 0.278 -7.698
C -1.447 -0.499 -6.560
C -3.603 0.934 -0.500
C -4.849 0.857 -1.107
C -5.824 1.797 -0.809
C -5.553 2.827 0.080
C -4.294 2.924 0.655
C -3.316 1.986 0.364
C -2.985 -1.805 -0.733
C -4.204 -1.953 -0.085
C -4.752 -3.215 0.088
C -4.069 -4.345 -0.331
C -2.826 -4.201 -0.924
C -2.286 -2.940 -1.126
H 2.537 -1.880 -1.314
H 4.480 -3.400 -1.801
H 4.737 -4.359 -4.065
H 3.095 -3.827 -5.831
H 1.153 -2.362 -5.308
H 1.858 -0.120 -5.256
H 1.921 2.062 -6.408
H 0.814 4.024 -5.392
H -0.320 3.814 -3.205
H -0.367 1.604 -2.039
H -1.642 -3.751 -4.596
H -3.243 -5.637 -4.941
H -5.670 -5.206 -4.912
H -6.516 -2.909 -4.555
H -4.898 -1.045 -4.194
H -3.170 1.617 -4.567
H -3.007 3.034 -6.637
H -1.812 2.162 -8.615
H -0.827 -0.100 -8.569
H -1.017 -1.491 -6.507
H -5.046 0.063 -1.814
H -6.803 1.719 -1.266
H -6.316 3.562 0.309
H -4.071 3.729 1.343
H -2.321 2.056 0.787
H -4.720 -1.086 0.301
H -5.719 -3.313 0.567
H -4.493 -5.330 -0.184
H -2.258 -5.072 -1.226
H -1.319 -2.834 -1.575
C -1.196 -3.033 4.255
Ge -1.410 -1.284 3.324
C -0.285 0.071 4.222
C -3.298 -0.735 3.541
C -1.118 -1.293 1.379
H -1.526 -2.929 5.289
H -0.157 -3.363 4.256
H -1.802 -3.803 3.777
H -0.695 0.370 5.186
H -0.226 0.948 3.574
H 0.727 -0.304 4.372
H -3.576 -0.641 4.592
H -3.962 -1.460 3.066
H -3.438 0.226 3.046
H -0.947 -2.210 0.811
```

Computed properties:
Electronic energy   -194248.41091 eV
Net charge   -1
Relative energy (zero: lowest compared OMol25 entry of this formula, charge and spin)   102.2 kJ/mol
Spin multiplicity   2